Record 1
2 unconnected molecules or ions with the total composition C24H28F2N in a non-equilibrium geometry, computed with the ωB97M-V functional and the def2-TZVPD basis.

Last column: Löwdin charge in e.
Geometry (Å):
1 C 2.87 0.03 3.03  -0.1640
2 C 2.16 -0.94 2.06  -0.2051
3 C 0.78 -0.39 1.85  -0.0764
4 C 0.52 0.61 2.71  -0.2563
5 N -0.67 1.35 2.77  -0.0916
6 C -0.96 2.32 3.85  -0.1571
7 C -2.35 2.91 3.56  -0.1516
8 C -3.01 1.96 2.53  -0.1551
9 C -1.95 0.91 2.16  -0.1567
10 C 1.71 0.86 3.61  -0.1314
11 H 3.44 -0.49 3.81  0.1097
12 H 3.57 0.68 2.48  0.1067
13 H 2.70 -1.06 1.11  0.0935
14 H 2.09 -1.94 2.51  0.1044
15 H 0.10 -0.69 1.07  0.0735
16 H -0.94 1.78 4.80  0.1178
17 H -0.18 3.09 3.87  0.1140
18 H -2.95 2.99 4.48  0.1098
19 H -2.26 3.93 3.15  0.1069
20 H -3.91 1.49 2.94  0.1068
21 H -3.34 2.52 1.64  0.1007
22 H -1.82 0.80 1.08  0.0844
23 H -2.19 -0.07 2.57  0.1201
24 H 1.46 0.54 4.63  0.1219
25 H 1.94 1.93 3.65  0.1123
26 C 5.16 0.80 -3.43  -0.0043
27 C 3.73 0.65 -3.06  -0.1623
28 C 3.07 -0.55 -3.34  -0.1851
29 F 3.74 -1.54 -3.97  0.0982
30 C 1.75 -0.72 -2.99  0.0916
31 C 1.04 0.29 -2.31  -0.1769
32 C -0.32 0.21 -1.91  0.1328
33 C -1.28 -0.83 -1.94  -0.1824
34 C -1.02 -2.18 -2.25  0.0919
35 C -2.03 -3.12 -2.25  -0.1847
36 F -1.75 -4.41 -2.56  0.0988
37 C -3.34 -2.76 -1.94  -0.1624
38 C -4.41 -3.79 -1.97  -0.0045
39 C -3.61 -1.43 -1.61  0.0078
40 C -2.61 -0.50 -1.61  0.0061
41 C 1.72 1.49 -2.06  0.0194
42 C 3.03 1.67 -2.42  0.0076
43 H 5.51 1.81 -3.25  0.0925
44 H 5.78 0.12 -2.85  0.1087
45 H 5.31 0.57 -4.49  0.1041
46 H 1.28 -1.63 -3.31  0.1129
47 H -0.70 1.14 -1.52  0.1270
48 H -0.03 -2.53 -2.42  0.1136
49 H -5.36 -3.39 -1.60  0.0923
50 H -4.56 -4.15 -2.98  0.1084
51 H -4.14 -4.64 -1.35  0.1044
52 H -4.62 -1.15 -1.36  0.1291
53 H -2.84 0.52 -1.36  0.1218
54 H 1.19 2.29 -1.57  0.1274
55 H 3.53 2.60 -2.21  0.1290

Properties
Orbital gap in eV: 3.69
Net charge: +1
LUMO in hartree: -0.21394

=====

Record 2
C16H18ClN3O4S in the gas phase, computed with the ωB97M-V functional and the def2-TZVPD basis.

Last column: Löwdin charge in e.
Geometry (Å):
1 C -4.56 -2.52 -0.02  -0.0517
2 H -5.40 -2.20 -0.64  0.1034
3 H -4.29 -3.54 -0.28  0.0995
4 H -4.85 -2.48 1.04  0.1001
5 O -3.41 -1.75 -0.27  -0.1058
6 C -3.49 -0.40 -0.13  -0.2671
7 C -4.57 0.29 0.40  0.0035
8 C -4.52 1.67 0.52  -0.0811
9 C -3.40 2.37 0.12  -0.6654
10 C -2.31 1.69 -0.42  -0.0741
11 C -2.37 0.32 -0.53  -0.2013
12 S -1.01 -0.55 -1.32  0.6760
13 O -1.51 -1.16 -2.51  -0.2500
14 O 0.09 0.37 -1.44  -0.3077
15 N -0.54 -1.79 -0.34  -0.0777
16 H -1.18 -2.55 -0.42  0.1103
17 C 0.13 -1.64 0.95  -0.2790
18 C -0.16 -0.30 1.63  -0.0277
19 H 0.41 -0.25 2.56  0.0976
20 H 0.15 0.52 0.99  0.0733
21 H -1.22 -0.20 1.86  0.0825
22 H -0.20 -2.45 1.60  0.1550
23 C 1.66 -1.78 0.81  -0.4729
24 O 2.31 -2.40 1.63  0.0659
25 N 2.16 -1.16 -0.26  0.0861
26 H 1.53 -0.63 -0.86  0.0764
27 C 3.58 -1.06 -0.53  -0.1127
28 C 4.08 0.36 -0.42  -0.1769
29 C 3.35 1.43 -0.93  -0.0169
30 C 3.87 2.71 -0.81  -0.0572
31 C 5.10 2.87 -0.20  -0.1593
32 N 5.81 1.86 0.28  0.0574
33 C 5.30 0.65 0.18  -0.1064
34 H 5.91 -0.15 0.59  0.1149
35 H 5.56 3.85 -0.09  0.1010
36 H 3.33 3.57 -1.20  0.1005
37 H 2.39 1.28 -1.40  0.0960
38 H 3.78 -1.44 -1.54  0.1349
39 H 4.09 -1.69 0.20  0.1228
40 H -1.43 2.21 -0.75  0.1176
41 Cl -3.34 4.09 0.28  0.6936
42 H -5.37 2.20 0.93  0.1117
43 H -5.46 -0.23 0.72  0.1111

Properties
Orbital gap in eV: 9.47
SMILES: COc1ccc(Cl)cc1S(=O)(=O)N[C@H](C)C(=O)NCc1cccnc1
LUMO in hartree: 0.00642

=====

Record 3
A molecular structure, C26H24BF8N14O4S2V in a non-equilibrium geometry, computed with the ωB97M-V functional and the def2-TZVPD basis.

Last column: Mulliken spin population.
Geometry (Å):
1 V 0.34 -0.52 1.24  2.0238
2 C -3.54 0.83 0.22  0.0011
3 C -2.38 0.11 -0.05  0.0233
4 N -1.53 0.20 0.98  -0.1267
5 N -2.13 0.97 1.91  0.0413
6 C -3.33 1.37 1.47  0.0135
7 B -1.37 1.41 3.17  -0.0041
8 N -0.80 0.20 3.93  0.0421
9 C -0.81 -0.09 5.24  0.0207
10 C 0.12 -1.08 5.47  0.0014
11 C 0.68 -1.34 4.22  0.0266
12 N 0.12 -0.57 3.29  -0.0717
13 N -0.11 2.15 2.66  0.0164
14 C 0.65 3.12 3.21  0.0159
15 C 1.85 3.16 2.53  -0.0049
16 C 1.76 2.14 1.59  0.0232
17 N 0.57 1.53 1.68  -0.0489
18 N -2.28 2.27 4.03  -0.0005
19 C -2.44 3.62 4.05  0.0002
20 C -3.51 3.89 4.86  0.0001
21 C -3.97 2.63 5.28  0.0000
22 N -3.22 1.66 4.77  0.0001
23 H -4.40 0.95 -0.42  0.0004
24 H -2.14 -0.49 -0.92  0.0002
25 H -3.97 1.99 2.08  0.0012
26 H -1.48 0.41 5.91  0.0019
27 H 0.38 -1.55 6.40  0.0008
28 H 1.44 -2.06 3.97  -0.0003
29 H 0.30 3.71 4.04  0.0012
30 H 2.68 3.82 2.71  -0.0001
31 H 2.49 1.83 0.85  -0.0025
32 H -1.79 4.28 3.50  -0.0002
33 H -3.93 4.86 5.10  0.0000
34 H -4.79 2.38 5.93  0.0000
35 F 2.47 -3.41 2.19  -0.0004
36 C 3.69 -2.90 2.41  0.0005
37 F 4.59 -3.62 1.76  0.0001
38 F 3.93 -3.02 3.72  -0.0001
39 S 3.82 -1.07 1.94  0.0030
40 O 2.45 -0.62 1.72  0.0212
41 O 4.44 -0.47 3.07  -0.0005
42 N 4.77 -1.04 0.67  0.0016
43 S 4.02 -1.49 -0.66  0.0088
44 O 2.96 -2.41 -0.40  0.0043
45 O 3.79 -0.41 -1.57  -0.0002
46 C 5.27 -2.54 -1.57  0.0001
47 F 6.47 -1.98 -1.63  0.0001
48 F 5.37 -3.74 -1.02  0.0000
49 F 4.79 -2.68 -2.82  0.0000
50 F -1.42 -2.58 0.26  0.0016
51 C -0.79 -2.19 1.43  -0.0683
52 F -1.79 -2.15 2.37  0.0031
53 H -0.13 -3.04 1.71  -0.0217
54 C 0.21 -2.54 -2.06  -0.0031
55 C 0.47 -1.08 -1.96  0.0429
56 N 0.40 -0.29 -0.90  -0.0271
57 C 0.59 1.00 -1.34  0.0580
58 C 0.80 0.99 -2.68  -0.0081
59 N 0.71 -0.32 -3.07  -0.0004
60 C 0.86 -0.79 -4.43  -0.0007
61 N -0.39 -0.98 -5.11  0.0002
62 N -1.00 -2.19 -5.11  0.0000
63 N -2.12 -2.11 -5.71  0.0000
64 C -2.30 -0.81 -6.14  0.0000
65 C -3.33 -0.22 -6.86  0.0000
66 C -3.20 1.12 -7.15  0.0000
67 C -2.08 1.86 -6.75  0.0000
68 C -1.04 1.29 -6.05  0.0005
69 C -1.17 -0.07 -5.76  -0.0006
70 H 0.25 -2.99 -1.08  -0.0100
71 H 0.95 -3.02 -2.69  0.0017
72 H -0.77 -2.72 -2.51  0.0030
73 H 0.53 1.85 -0.69  -0.0033
74 H 1.00 1.79 -3.37  -0.0006
75 H 1.40 -1.73 -4.44  0.0001
76 H 1.43 -0.04 -4.97  -0.0007
77 H -4.19 -0.79 -7.18  0.0000
78 H -3.98 1.62 -7.71  0.0000
79 H -2.03 2.91 -7.01  0.0000
80 H -0.17 1.86 -5.75  0.0001

Properties
2S+1: 3
Orbital gap (alpha / beta) in eV: 8.78 / 9.36
⟨S²⟩: 2.025
LUMO (alpha / beta) in hartree: -0.00841 / 0.00276

=====

Record 4
A molecular structure, H24O12 in a non-equilibrium geometry, computed with the ωB97M-V functional and the def2-TZVPD basis.

Last column: Löwdin charge in e.
Geometry (Å):
1 H 0.38 -1.92 0.04  0.0675
2 H 1.10 -0.68 -0.45  0.0553
3 H 0.00 -1.06 -3.69  0.0421
4 H 1.01 -1.55 -2.66  0.0220
5 H 0.24 3.29 -2.29  0.0796
6 H -1.11 3.34 -2.99  0.0524
7 H -2.48 -3.88 0.76  0.0363
8 H -1.36 -3.22 -0.03  0.0040
9 H 4.07 1.38 -0.26  0.0202
10 H 4.67 2.63 0.35  0.0331
11 H -5.29 0.16 0.21  0.0271
12 H -3.91 0.57 -0.30  0.0002
13 H -1.19 -0.21 -0.44  0.0531
14 H -1.39 -0.69 0.99  0.0718
15 H 4.15 -3.17 -0.88  0.0351
16 H 4.35 -2.92 -2.36  0.0373
17 H 2.99 -1.33 2.57  0.0320
18 H 3.15 0.17 2.68  0.0181
19 H -3.17 0.45 1.29  0.0742
20 H -3.73 -0.82 1.91  0.0633
21 H 0.30 3.02 0.11  0.0484
22 H -0.91 3.89 -0.20  0.0837
23 H 0.75 1.82 3.02  0.0218
24 H -0.34 2.10 4.04  0.0373
25 O 0.25 -0.98 -0.13  -0.0782
26 O 0.06 -1.49 -2.83  -0.0493
27 O -0.69 3.46 -2.13  -0.1312
28 O -1.63 -4.06 0.36  -0.0577
29 O 4.68 2.10 -0.45  -0.0549
30 O -4.82 0.44 -0.59  -0.0610
31 O -1.80 -0.72 0.12  -0.1487
32 O 3.95 -2.53 -1.57  -0.0630
33 O 3.38 -0.65 3.12  -0.0518
34 O -3.09 -0.51 1.26  -0.1385
35 O -0.40 3.15 -0.54  -0.1257
36 O -0.18 1.64 3.21  -0.0562

Properties
Orbital gap in eV: 7.50
LUMO in hartree: -0.01742